Entry 1:
Here is an isolated molecule of C3H4F2OS in a non-equilibrium geometry from the OMol25 dataset. Energies are from ωB97M-V with the def2-TZVPD basis set.

Properties
SMILES: O[C@@](F)(C=S)CF
E_tot: -789.81921 Ha
gap between HOMO and LUMO: 8.50 eV
molar mass: 126.13 g/mol
energy above the lowest of the compared OMol25 structures with the same formula, charge and spin: 30.0 kcal per mole
HOMO: -9.119 eV
lowest unoccupied orbital energy: -0.61 eV

CARTESIAN COORDINATES (ANGSTROEM)
C  -1.06  0.00  -0.95
C  0.37  -0.60  0.97
C  0.16  0.39  -0.15
O  1.30  0.48  -0.94
F  -0.73  -0.61  1.78
F  -0.04  1.62  0.34
S  -2.55  0.59  -0.90
H  -0.89  -0.95  -1.58
H  0.33  -1.50  0.39
H  1.27  -0.47  1.44
H  1.85  1.05  -0.40

Entry 2:
Here is a cluster of 4 separate species, H8O4 in total in a non-equilibrium geometry from the OMol25 dataset. Energies are from ωB97M-V with the def2-TZVPD basis set.

Properties
SMILES: O.O.O.O
E_tot: -305.74519 Ha
gap between HOMO and LUMO: 11.21 eV
molar mass: 72.06 g/mol
energy above the lowest of the compared OMol25 structures with the same formula, charge and spin: 21.3 kcal per mole
HOMO: -11.055 eV
lowest unoccupied orbital energy: 0.16 eV

CARTESIAN COORDINATES (ANGSTROEM)
O  0.89  0.00  -0.34
H  0.12  -0.21  -0.85
H  1.68  -0.24  -0.84
O  -1.63  -0.76  -1.14
H  -2.07  -0.81  -0.29
H  -1.34  -1.64  -1.22
O  -0.33  2.78  -0.29
H  -0.04  1.95  -0.63
H  0.42  3.01  0.25
O  1.12  -1.49  2.00
H  1.02  -0.87  1.28
H  0.16  -1.71  2.06

Entry 3:
Here is a structure of composition C3H5BrN2 in a non-equilibrium geometry from the OMol25 dataset. Energies are from ωB97M-V with the def2-TZVPD basis set.

Properties
E_tot: -2800.53190 Ha
gap between HOMO and LUMO (alpha / beta): 6.42 / 6.42 eV
molar mass: 148.99 g/mol
energy above the lowest of the compared OMol25 structures with the same formula, charge and spin: 161.0 kcal per mole
HOMO (alpha / beta): -7.980 / -7.979 eV
lowest unoccupied orbital energy (alpha / beta): -1.56 / -1.56 eV

CARTESIAN COORDINATES (ANGSTROEM)
C  -1.10  0.52  0.25
C  -2.37  0.65  -0.18
C  0.57  -1.78  0.03
N  -0.83  1.90  0.14
N  -2.20  2.05  -0.32
Br  -3.78  -0.51  0.05
H  0.96  -1.04  0.70
H  0.28  -2.65  0.57
H  0.73  -1.56  -0.99
H  -0.23  2.29  -0.47
H  -2.68  2.84  0.19

Entry 4:
Here is an isolated molecule of C6H9N from the OMol25 dataset. Energies are from ωB97M-V with the def2-TZVPD basis set.

Properties
SMILES: Cc1ccc(C)[nH]1
E_tot: -288.73036 Ha
gap between HOMO and LUMO: 8.58 eV
molar mass: 95.14 g/mol
energy above the lowest of the compared OMol25 structures with the same formula, charge and spin: 32.4 kcal per mole
HOMO: -7.588 eV
lowest unoccupied orbital energy: 0.99 eV

CARTESIAN COORDINATES (ANGSTROEM)
C  1.92  1.38  0.74
C  0.90  0.31  0.47
C  1.06  -0.94  -0.08
C  -0.22  -1.53  -0.12
C  -1.16  -0.61  0.27
C  -2.16  -0.43  -0.88
N  -0.43  0.51  0.69
H  2.04  1.58  1.81
H  2.89  1.06  0.34
H  1.64  2.32  0.25
H  1.95  -1.31  -0.57
H  -0.52  -2.46  -0.59
H  -2.55  0.58  -0.88
H  -1.60  -0.57  -1.82
H  -2.98  -1.15  -0.88
H  -0.79  1.26  1.27

Entry 5:
Here is the ion C6H14NO with charge -1 in a non-equilibrium geometry from the OMol25 dataset. Energies are from ωB97M-V with the def2-TZVPD basis set.

Properties
SMILES: CCN[C@H](C)CC[O-]
net charge: -1
E_tot: -366.94347 Ha
gap between HOMO and LUMO: 5.78 eV
molar mass: 116.18 g/mol
energy above the lowest of the compared OMol25 structures with the same formula, charge and spin: 36.5 kcal per mole
HOMO: -2.176 eV
lowest unoccupied orbital energy: 3.60 eV

CARTESIAN COORDINATES (ANGSTROEM)
C  -1.44  1.52  -0.40
N  -0.83  0.21  -0.69
C  -0.04  -0.37  0.54
C  0.01  -1.84  0.18
C  1.02  -2.68  1.16
O  2.32  -2.48  0.96
C  1.33  0.34  0.48
C  -1.01  2.64  -1.36
H  -1.26  1.84  0.62
H  -2.50  1.35  -0.57
H  -0.26  0.06  -1.50
H  -0.59  -0.13  1.43
H  0.35  -2.00  -0.84
H  -1.02  -2.22  0.33
H  0.84  -3.75  0.90
H  0.65  -2.50  2.22
H  1.59  0.60  -0.56
H  1.48  1.16  1.17
H  2.05  -0.50  0.62
H  0.09  2.93  -1.26
H  -1.55  3.54  -1.06
H  -1.26  2.28  -2.36

Entry 6:
Here is a cluster of 2 separate species, C3H12ClNOSi3 in total in a non-equilibrium geometry from the OMol25 dataset. Energies are from ωB97M-V with the def2-TZVPD basis set.

Properties
2S+1: 3
⟨S²⟩: 2.003
E_tot: -1579.99877 Ha
gap between HOMO and LUMO (alpha / beta): 7.36 / 6.31 eV
molar mass: 197.85 g/mol
HOMO (alpha / beta): -7.232 / -8.788 eV
lowest unoccupied orbital energy (alpha / beta): 0.13 / -2.47 eV

CARTESIAN COORDINATES (ANGSTROEM)
C  2.93  0.50  -0.20
C  1.23  0.32  -2.01
C  1.26  -1.32  -0.09
N  1.84  -0.09  -0.74
O  3.49  1.51  -0.58
Si  -3.35  0.45  -1.34
Si  0.37  -0.11  2.81
Si  -0.48  -1.00  0.98
Cl  -2.18  1.66  0.16
H  3.23  -0.02  0.73
H  1.10  -0.51  -2.76
H  0.24  0.62  -1.53
H  1.66  1.17  -2.49
H  0.78  -1.94  -0.96
H  1.92  -2.01  0.41
H  -4.55  0.07  -0.67
H  -2.51  -0.65  -1.94
H  -3.67  1.44  -2.41
H  -0.66  -0.63  3.89
H  0.19  1.46  3.06
H  1.82  -0.25  3.13

Entry 7:
Here is a structure of composition C28H26MoN6O4S in a non-equilibrium geometry from the OMol25 dataset. Energies are from ωB97M-V with the def2-TZVPD basis set.

Properties
2S+1: 3
⟨S²⟩: 2.019
net charge: +2
E_tot: -2178.12383 Ha
gap between HOMO and LUMO (alpha / beta): 5.98 / 6.50 eV
molar mass: 638.56 g/mol
energy above the lowest of the compared OMol25 structures with the same formula, charge and spin: 0.0 kcal per mole
HOMO (alpha / beta): -13.792 / -13.858 eV
lowest unoccupied orbital energy (alpha / beta): -7.81 / -7.36 eV

CARTESIAN COORDINATES (ANGSTROEM)
Mo  -0.07  -0.71  -0.90
O  -3.54  -1.57  -3.03
C  -2.49  -1.18  -2.61
N  -1.99  -1.31  -1.30
C  -2.78  -1.83  -0.27
O  -3.94  -2.13  -0.32
C  -1.98  -1.98  1.00
C  -2.56  -2.51  2.13
C  -1.80  -2.60  3.29
C  -0.50  -2.14  3.27
C  0.02  -1.62  2.10
N  -0.70  -1.55  0.98
C  -1.53  -0.43  -3.49
C  -1.83  -0.15  -4.80
C  -0.90  0.56  -5.56
C  0.29  0.97  -4.97
C  0.53  0.65  -3.65
N  -0.37  -0.03  -2.92
H  -3.59  -2.84  2.07
H  -2.23  -3.02  4.19
H  0.13  -2.18  4.15
H  1.04  -1.26  2.05
H  -2.77  -0.49  -5.20
H  -1.11  0.80  -6.59
H  1.03  1.52  -5.53
H  1.44  0.94  -3.15
N  2.48  -3.31  -0.03
C  1.76  -3.78  -1.03
N  1.99  -5.00  -1.49
S  0.47  -2.94  -1.83
H  3.21  -3.88  0.38
H  2.42  -2.36  0.30
H  2.74  -5.57  -1.13
H  1.41  -5.38  -2.22
C  -3.40  1.07  2.92
C  -2.31  1.26  1.91
C  -2.65  1.29  0.55
C  -1.68  1.47  -0.40
C  -0.31  1.57  -0.04
C  0.01  1.67  1.34
N  1.26  2.03  1.76
C  2.29  2.45  0.88
C  2.68  3.78  0.80
C  3.70  4.15  -0.07
C  4.32  3.21  -0.87
C  3.94  1.88  -0.80
C  2.94  1.50  0.10
C  2.59  0.07  0.29
O  2.98  -0.63  1.19
O  1.83  -0.46  -0.69
C  -0.99  1.45  2.32
C  -0.62  1.50  3.77
H  -4.38  1.02  2.44
H  -3.42  1.89  3.64
H  -3.25  0.15  3.49
H  -3.69  1.20  0.25
H  -1.95  1.58  -1.44
H  0.40  1.98  -0.76
H  1.30  2.43  2.69
H  2.18  4.52  1.41
H  4.00  5.19  -0.12
H  5.11  3.50  -1.55
H  4.44  1.13  -1.40
H  0.36  1.05  3.95
H  -1.34  0.96  4.38
H  -0.59  2.52  4.15

Entry 8:
Here is an isolated molecule of C4H11NO in a non-equilibrium geometry from the OMol25 dataset. Energies are from ωB97M-V with the def2-TZVPD basis set.

Properties
SMILES: CN[C@H](C)CO
E_tot: -288.93259 Ha
gap between HOMO and LUMO: 10.00 eV
molar mass: 89.14 g/mol
energy above the lowest of the compared OMol25 structures with the same formula, charge and spin: 53.0 kcal per mole
HOMO: -8.982 eV
lowest unoccupied orbital energy: 1.02 eV

CARTESIAN COORDINATES (ANGSTROEM)
C  1.27  -0.88  -0.73
N  0.68  0.45  -0.78
C  0.02  0.16  1.74
C  -0.25  0.72  0.39
C  -1.52  0.05  -0.26
O  -1.66  0.56  -1.59
H  2.21  -0.96  -1.38
H  0.54  -1.65  -1.00
H  1.66  -1.22  0.21
H  1.38  1.07  -0.95
H  1.13  -0.09  1.92
H  -0.47  -0.80  1.89
H  -0.24  0.84  2.48
H  -0.28  1.83  0.43
H  -1.25  -0.98  -0.58
H  -2.46  0.03  0.16
H  -0.77  0.85  -1.97